Arrangement 1

20
Properties=species:S:1:pos:R:3:lowdin_charge:R:1 method="wB97M-V/def2-TZVPD" smiles=C[C@@H](CN)NCN total_charge=0 gap_ev=10.07
H 2.94500 -0.35171 1.78587 0.0601
H -0.31626 -0.16569 2.61636 0.0653
C 0.04536 -0.07373 0.44426 -0.4158
H 1.83887 0.33077 -0.60220 0.0954
C 1.55503 -0.20725 0.30782 -0.2631
H 1.84065 -1.24357 0.12070 0.1109
H 0.11740 0.76743 -1.99543 0.1091
C -0.49103 -0.73101 1.71188 -0.0549
H -1.47872 -1.04897 -0.44550 0.0887
H 1.67284 0.52878 2.21329 0.0429
N -1.83856 1.17922 -1.47285 0.0033
C -0.81273 0.21792 -1.81881 -0.3344
H -1.94896 1.89227 -2.18002 0.0650
H -0.17827 0.99484 0.39574 0.1272
N 2.30727 0.35651 1.44363 0.0022
N -0.55871 -0.73059 -0.75305 -0.0341
H -1.55697 -0.94243 1.61594 0.0725
H -1.03723 -0.30690 -2.75382 0.1065
H -2.72927 0.72401 -1.31498 0.0662
H 0.00819 -1.69839 1.82828 0.0868



Arrangement 2

20
Properties=species:S:1:pos:R:3:lowdin_charge:R:1 method="wB97M-V/def2-TZVPD" total_charge=0 gap_ev=7.18
H -0.52536 1.23544 -0.13224 0.1211
C 0.67751 -0.46103 0.60848 -0.1876
N -1.55575 0.22739 -0.23880 0.1329
H 1.75537 -0.44400 0.45972 0.1067
H -1.62001 -0.13068 2.14404 0.0396
H 1.37034 0.41648 -1.95510 0.0922
C -0.17054 0.15156 -0.49141 -0.5156
H 1.05928 2.03917 -0.26835 0.1255
H 1.32944 0.14464 2.62426 0.1105
H -0.67441 -1.10844 3.09366 0.0456
C 0.46519 0.27170 1.94426 -0.2789
C 0.30347 0.23278 -1.93759 -0.2864
H 0.39515 1.35670 1.87102 0.0742
H 0.33985 -1.51188 0.69381 0.1260
N -0.75699 -0.19592 2.68215 -0.0238
H 0.62098 -1.70608 -2.51874 0.0705
H -0.23604 1.05573 -2.44864 0.1117
N -0.00725 -0.93297 -2.77074 -0.0011
H -0.82055 -1.37216 -2.32565 0.0657
H -1.94968 0.73157 -1.03414 0.0712



Energetically preferred structure: arrangement 1 | next structure: +135.5 kcal/mol



Arrangement 1

20
Properties=species:S:1:pos:R:3:lowdin_charge:R:1 method="wB97M-V/def2-TZVPD" smiles=NCC[C@H](N)CN total_charge=0 gap_ev=10.24
N 2.78105 0.68579 -0.49113 -0.0046
H -2.70108 -0.97026 1.07992 0.1083
N 0.06340 0.37259 -1.39826 0.0429
C 0.40755 0.06091 0.05515 -0.4007
N -2.40212 0.97633 0.51591 0.0022
H 1.97835 -1.29740 -0.41974 0.1092
H 3.11552 1.32777 0.22058 0.0616
H 0.33617 0.99048 0.63245 0.1201
H -2.41917 -0.78927 -0.59178 0.0955
H -2.58578 1.32757 1.44215 0.0630
C 1.88919 -0.32997 0.11134 -0.2632
H 2.27752 -0.67827 1.07416 0.1120
H 0.91194 0.23819 -1.92353 0.0478
H -0.57606 -0.33026 -1.74161 0.0554
H -0.45691 -1.79153 -0.20759 0.1107
H 2.15785 1.33266 -0.97855 0.0495
H -1.61915 1.55766 0.21427 0.0518
C -0.62302 -0.97496 0.49685 -0.1641
C -2.06914 -0.41004 0.37993 -0.3066
H -0.46610 -1.29799 1.52949 0.1091



Arrangement 2

20
Properties=species:S:1:pos:R:3:lowdin_charge:R:1 method="wB97M-V/def2-TZVPD" total_charge=0 gap_ev=8.22
H 0.78435 0.15318 1.49373 0.0422
H 0.61386 -2.90834 -0.51218 0.1012
H 0.41166 -2.63997 1.21025 0.1053
H -0.09224 2.52098 0.06928 0.0759
H 0.89227 -0.28134 -1.14712 0.0478
H -1.13343 -1.47140 -1.03938 0.1225
H -1.30253 -1.07114 1.83143 0.0697
N 0.10396 -2.50747 0.25985 0.1087
N -1.70761 1.38828 -0.50399 -0.0920
H 2.41712 -0.09347 0.85551 0.0605
H -0.26517 2.28895 -1.69647 0.0813
C -0.92197 -1.66024 0.00505 -0.3551
H -1.75639 0.43437 0.24988 0.0718
H 1.79954 1.51718 1.19607 0.0651
C 1.52926 0.53850 0.79532 -0.1675
C -0.41099 1.83398 -0.71419 -0.2773
H 1.70606 1.22785 -1.22722 0.0667
N -1.56911 -0.94704 0.85900 0.0457
C 0.99100 0.67152 -0.61924 -0.2131
H -2.08965 1.00561 -1.36560 0.0408



Energetically preferred structure: arrangement 1 | next structure: +24.0 kcal/mol



Arrangement 1

20
Properties=species:S:1:pos:R:3:lowdin_charge:R:1 method="wB97M-V/def2-TZVPD" smiles=NCCNCCN total_charge=0 gap_ev=10.04
C -0.34908 0.16275 1.41951 -0.3150
C 2.10135 -0.44447 -1.35885 -0.2427
H 0.93642 1.21904 -0.67429 0.1007
H -3.06246 1.19668 1.05092 0.0529
H -0.30000 1.23943 1.20220 0.0965
H 2.04092 0.61448 0.42890 0.0837
H 2.98643 0.08686 -1.53200 0.0711
H 0.63360 -1.12026 -2.81361 0.0432
C -1.83773 -0.02973 1.84200 -0.3021
N -2.76841 0.27970 0.74630 -0.0289
H -1.91621 -1.17182 2.04998 0.1233
H 0.96907 0.41924 -2.95659 0.0622
N 0.09316 -0.60583 0.25726 -0.0533
C 1.32398 0.28170 -0.25448 -0.2035
H 2.27135 -1.48378 -0.98531 0.1170
H -1.91688 0.55649 2.74359 0.0959
H 0.24318 -0.09051 2.34696 0.1269
H -2.26328 0.07464 -0.20238 0.0946
N 1.45305 -0.49535 -2.77370 -0.0302
H -0.63845 -0.68929 -0.53641 0.1079



Arrangement 2

20
Properties=species:S:1:pos:R:3:lowdin_charge:R:1 method="wB97M-V/def2-TZVPD" smiles=CCC(N)(N)NC total_charge=0 gap_ev=10.12
H 1.58168 -1.35612 -0.03711 0.0889
H -1.02078 -0.49386 -3.24491 0.0661
C 1.20523 0.88527 2.10291 -0.1051
H -1.71025 -0.95051 0.66682 0.0758
H 1.66650 1.82327 2.40390 0.0666
N -1.22937 -0.07445 0.82569 0.0840
C 0.03991 -0.06495 0.12561 -0.6893
C -0.08344 0.26828 -1.45392 -0.1845
H 0.31179 0.71524 2.71335 0.0608
N 0.91136 0.98135 0.61481 -0.0560
H -1.82123 0.68720 0.51596 0.0819
H -2.08849 -0.44148 -1.84769 0.0600
H 0.58537 -1.67149 1.23207 0.0754
H 0.91505 0.13436 -1.87069 0.0990
N 0.61497 -1.37302 0.26450 0.0872
H 1.90928 0.06751 2.25524 0.0593
H -0.83146 -1.68412 -1.94211 0.0635
H 0.47415 1.88021 0.44198 0.0917
C -1.06732 -0.64651 -2.16755 -0.1236
H -0.36295 1.31383 -1.59886 0.0984



Energetically preferred structure: arrangement 2 | next structure: +51.1 kcal/mol



Arrangement 1

20
Properties=species:S:1:pos:R:3:lowdin_charge:R:1 method="wB97M-V/def2-TZVPD" smiles=NCCNCCN total_charge=0 gap_ev=9.91
H 1.40140 -2.82921 -1.06329 0.0971
H -1.22927 -3.20375 -0.37427 0.0614
C -0.20426 2.06454 1.40456 -0.2668
C 0.93754 -0.80495 -0.88243 -0.2318
H -0.49216 -0.34027 0.54862 0.1020
N 0.04626 0.10727 -0.18925 -0.1048
H 1.49890 0.81072 1.24709 0.1181
H 0.47663 2.86680 1.67008 0.0982
H -1.15218 -2.00884 -1.44636 0.0615
N -1.30046 2.64638 0.61394 -0.0233
H 1.95949 -0.68496 -0.49656 0.1084
C 0.71391 1.18532 0.53520 -0.2653
C 0.59726 -2.30012 -0.53070 -0.2944
H 1.26586 1.76436 -0.21047 0.1154
H -0.63926 1.44278 2.19016 0.1048
H 0.74440 -2.35567 0.55148 0.1074
H -1.50425 2.09402 -0.21367 0.0483
H 0.77269 -0.69052 -1.97363 0.1188
N -0.63458 -2.81294 -1.09669 -0.0085
H -2.21487 2.66623 1.04681 0.0535



Arrangement 2

20
Properties=species:S:1:pos:R:3:lowdin_charge:R:1 method="wB97M-V/def2-TZVPD" smiles=C[C@H](CN)NCN total_charge=0 gap_ev=9.56
C 0.79309 1.50075 -0.31664 -0.0565
N -0.65919 -0.90127 2.96647 0.0054
H 0.76683 0.34422 2.17038 0.0975
N 0.12327 0.04654 -2.95110 0.0071
H -1.39885 -0.10480 0.72776 0.1059
H -0.26126 -0.95844 3.88048 0.0595
H -1.44126 0.74136 -1.71359 0.1133
H -1.39140 -1.54154 2.70068 0.0669
H 1.43540 1.42774 0.57265 0.0526
H 1.44016 1.82306 -1.12325 0.0695
H 1.09696 -0.60735 -0.68064 0.1314
C -0.67851 -0.02955 -1.73102 -0.2584
C 0.25127 0.05954 -0.50974 -0.4122
N -0.45934 -0.45020 0.65952 -0.0579
C 0.26569 -0.59037 1.90970 -0.3359
H 1.00150 -1.38191 1.71283 0.1135
H 0.80961 -0.66445 -3.04144 0.0570
H -0.52626 0.16771 -3.69978 0.0556
H -1.15255 -1.01369 -1.57985 0.1059
H -0.01514 2.13266 0.04660 0.0799



Arrangement 3

20
Properties=species:S:1:pos:R:3:lowdin_charge:R:1 method="wB97M-V/def2-TZVPD" total_charge=0 gap_ev=5.97
C 1.19365 0.18725 1.75515 -0.3706
H -1.64118 -1.53753 -0.75628 0.1239
C -0.00857 -0.15580 -0.47141 -0.5345
C 0.35340 -0.71610 0.92632 -0.1871
H 0.09756 1.82570 1.45112 0.0155
H 0.89717 0.08619 -1.07473 0.1370
H 0.05981 1.74794 -0.47353 0.0096
H -0.07360 -2.18337 -1.36293 0.0943
H 1.65905 1.35816 0.12607 0.2261
N 0.47050 1.38120 2.29531 -0.0133
N -0.71741 1.04995 -0.60161 0.0996
H 1.59165 -0.32492 2.63824 0.1207
H -1.22679 0.24040 -2.33819 0.0435
H 0.81527 -1.82440 0.99160 0.1641
H -0.60795 -0.90219 1.43554 0.1235
H 1.20947 2.02733 2.59646 0.0706
H 2.16740 0.45124 1.24192 0.0832
C -0.67680 -1.29800 -1.29453 -0.2526
N -0.93521 -0.70861 -2.64108 -0.0157
H -1.72547 -1.20580 -3.05067 0.0622



Arrangement 4

20
Properties=species:S:1:pos:R:3:lowdin_charge:R:1 method="wB97M-V/def2-TZVPD" smiles="C=NC.CCNN" total_charge=0 gap_ev=9.77
H -0.74750 -2.38665 -1.02001 0.0183
H 3.04223 -0.34747 1.94283 0.0616
H -0.28809 1.83794 0.62597 0.0907
N -0.96477 -0.86153 0.20835 -0.1855
N 2.40920 -0.64398 0.02967 -0.1050
H 2.08627 -0.72790 -2.00451 0.0653
C 1.78038 -0.12186 -1.13605 -0.1690
H 2.24474 0.92830 -1.29454 0.0933
H -2.02781 2.46732 0.18165 0.0594
H 2.87356 1.23787 0.94913 0.1007
H -2.90075 0.03262 0.03821 0.1019
H -2.13304 -2.57096 -0.32671 0.0753
C 2.72457 0.06203 0.97166 -0.1343
H -0.59139 -0.71002 1.14147 0.1056
H -1.86647 0.71223 -1.14816 0.0838
H 0.65165 -0.14254 -1.14623 0.0628
N -1.20609 -2.17297 -0.21583 0.0020
C -1.82591 0.28758 -0.14254 -0.2982
H -1.81127 1.49472 1.73438 0.0925
C -1.44951 1.62527 0.61128 -0.1211



Energetically preferred structure: arrangement 2 | next structure: +7.9 kcal/mol



Arrangement 1

15
Properties=species:S:1:pos:R:3:lowdin_charge:R:1 method="wB97M-V/def2-TZVPD" smiles=[S-][N+]#CCl.CN(C)C#N total_charge=0 gap_ev=8.43
N 2.81967 -0.94774 0.21233 -0.6548
H -2.59542 0.77637 0.78474 0.0872
S 2.60764 -2.45077 -0.06671 0.5769
H -2.70143 0.45751 -0.96758 0.0947
H -1.53053 -1.23189 1.02561 0.0875
C 0.13897 0.79730 -0.91271 -0.3455
H -0.53548 -1.76266 -0.33857 0.0811
H -2.01755 1.98449 -0.37536 0.0939
C -2.09918 0.91757 -0.17462 -0.0528
Cl 3.09620 1.71888 0.76815 0.7795
C -0.64374 -1.00303 0.43939 -0.0634
N 0.95611 1.24748 -1.58462 0.1521
H 0.22902 -1.05181 1.09058 0.0596
C 3.05342 0.21139 0.19403 -0.6831
N -0.77771 0.33692 -0.09467 -0.2129



Arrangement 2

15
Properties=species:S:1:pos:R:3:lowdin_charge:R:1 method="wB97M-V/def2-TZVPD" total_charge=0 gap_ev=9.03
H -0.97092 2.47325 0.23023 0.1383
C -0.28743 1.59591 0.26302 -0.2005
H 0.69049 1.88302 0.67242 0.1253
H 2.53463 -1.86307 1.43159 0.0760
C -0.02878 0.22116 -1.56816 -0.8022
S 0.06289 -0.38699 -3.06814 0.6227
N -0.72586 0.33106 0.83021 -0.0257
N 1.78783 -1.52627 0.82843 0.1111
H -0.05310 2.23283 -1.70550 0.1354
H -1.69717 0.25706 1.15738 0.1322
Cl -0.31525 -2.81735 1.87490 0.5959
H -1.03499 -1.45955 -0.56195 0.1237
C 0.58496 -1.67131 0.85752 -0.7641
C -0.29904 -0.70236 -0.08509 -0.2424
N -0.24824 1.43260 -1.15687 -0.0258



Energetically preferred structure: arrangement 2 | next structure: +20.8 kcal/mol